{
  "formula": "C22H26NO2",
  "method": "ωB97M-V with the def2-TZVPD basis set",
  "symbols": ["C", "C", "O", "C", "O", "C", "C", "N", "C", "C", "C", "C", "C", "C", "C", "C", "C", "C", "C", "C", "C", "C", "C", "C", "C", "H", "H", "H", "H", "H", "H", "H", "H", "H", "H", "H", "H", "H", "H", "H", "H", "H", "H", "H", "H", "H", "H", "H", "H", "H", "H"],
  "positions_angstrom": [[1.901, -3.435, 3.863], [1.239, -3.600, 2.513], [1.616, -2.548, 1.602], [1.191, -2.811, 0.357], [0.633, -3.875, 0.026], [1.560, -1.693, -0.536], [2.038, -2.161, -1.778], [3.001, -1.592, -2.481], [3.429, -2.164, -3.736], [3.801, -0.482, -1.982], [-0.136, -0.960, -0.662], [-0.719, -0.614, 0.597], [-1.391, -1.449, 1.479], [-2.118, -1.038, 2.665], [-2.666, -2.036, 3.502], [-3.348, -1.720, 4.677], [-3.522, -0.377, 5.065], [-3.005, 0.626, 4.228], [-2.337, 0.311, 3.041], [-0.011, 0.093, -1.690], [-0.391, -0.171, -3.027], [-0.343, 0.836, -3.982], [0.094, 2.120, -3.648], [0.459, 2.400, -2.320], [0.382, 1.406, -1.347], [1.479, -4.242, 4.489], [2.985, -3.589, 3.815], [1.692, -2.467, 4.343], [1.537, -4.552, 2.058], [0.139, -3.548, 2.621], [2.037, -0.847, -0.018], [1.511, -3.024, -2.202], [2.857, -3.078, -3.910], [3.238, -1.466, -4.565], [4.502, -2.399, -3.719], [3.342, -0.004, -1.120], [4.808, -0.819, -1.715], [3.903, 0.273, -2.773], [-0.274, -1.979, -1.042], [-0.638, 0.454, 0.879], [-1.421, -2.520, 1.250], [-2.543, -3.080, 3.218], [-3.750, -2.508, 5.315], [-4.043, -0.126, 5.992], [-3.144, 1.679, 4.532], [-1.984, 1.116, 2.381], [-0.798, -1.155, -3.268], [-0.681, 0.625, -4.986], [0.081, 2.928, -4.377], [0.771, 3.403, -2.027], [0.599, 1.650, -0.292]],
  "mulliken_charge": [-1.321, 0.086, -0.304, -0.268, -0.637, 0.072, 0.123, 0.361, -0.863, -0.866, -0.208, -0.488, -0.325, 0.736, -0.470, -0.632, -0.401, -0.650, -0.350, 0.196, -0.034, -0.748, -0.489, -0.842, -0.253, 0.382, 0.354, 0.327, 0.362, 0.106, 0.362, 0.359, 0.296, 0.320, 0.331, 0.308, 0.369, 0.375, 0.885, -0.021, 0.668, 0.311, 0.370, 0.384, 0.338, 0.339, 0.436, 0.444, 0.420, 0.412, 0.337],
  "homo_lumo_gap_ev": 6.7396,
  "total_charge": 1,
  "e_homo_ev": -11.02,
  "energy_ev": -28813.2196,
  "smiles": "CCOC(=O)[C@@H](C=[N+](C)C)[C@@H](/C=C/c1ccccc1)c1ccccc1",
  "e_lumo_ev": -4.275,
  "mol_weight_g_mol": 336.455,
  "fmax_ev_per_a": 3.16
}